Formula: C21H28AsIrN4O6S2Si
Source: the OMol25 dataset
Level of theory: ωB97M-V/def2-TZVPD

Calculated values
Multiplicity: 1
LUMO level (spin up / spin down): -1.4 / -1.4 eV

```
64
C21H28AsIrN4O6S2Si, DFT ωB97M-V/def2-TZVPD
Ir -0.54 0.20 -0.41
O 1.44 -0.38 -3.81
As -0.13 -1.06 -3.45
O -0.79 -1.32 -4.90
O -1.03 0.04 -2.57
C -0.10 -2.67 -2.35
C -1.13 -3.59 -2.53
C -1.26 -4.65 -1.65
C -0.37 -4.81 -0.60
C 0.67 -3.91 -0.44
C 0.79 -2.84 -1.32
S 2.07 -1.65 -1.08
O 3.13 -1.88 -2.03
O 2.52 -1.76 0.32
O 1.44 -0.32 -1.25
H 1.50 -0.39 -4.77
H -1.81 -3.44 -3.36
H -2.08 -5.35 -1.78
H -0.48 -5.62 0.11
H 1.38 -3.99 0.37
C -2.27 3.13 -2.24
C -2.95 2.56 -1.04
C -4.22 2.97 -0.64
C -4.79 2.40 0.49
C -4.13 1.41 1.19
C -2.87 1.00 0.71
N -2.32 1.64 -0.35
N -2.09 0.00 1.12
Si -2.16 -1.05 2.50
C -1.72 -0.05 4.07
C -3.87 -1.90 2.69
C -0.81 -2.33 2.07
H -2.97 3.64 -2.89
H -1.78 2.31 -2.77
H -1.50 3.83 -1.92
H -4.75 3.72 -1.21
H -5.77 2.73 0.81
H -4.55 0.94 2.06
H -2.37 0.80 4.21
H -0.70 0.33 4.00
H -1.79 -0.67 4.96
H -4.61 -1.24 3.14
H -3.79 -2.78 3.33
H -4.25 -2.23 1.73
H 0.12 -2.13 2.59
H -0.59 -2.25 1.00
H -1.10 -3.35 2.26
C 5.26 0.01 -0.47
C 4.42 1.12 0.05
C 4.80 2.45 0.08
C 3.87 3.39 0.56
N 2.65 3.03 0.91
C 2.31 1.75 0.89
S 0.76 1.32 1.47
N 3.20 0.79 0.53
C 4.21 4.83 0.73
H 6.17 0.39 -0.93
H 4.69 -0.57 -1.20
H 5.52 -0.67 0.33
H 5.77 2.75 -0.27
H 2.91 -0.22 0.53
H 5.01 5.15 0.08
H 4.52 4.99 1.77
H 3.32 5.44 0.57
```